Here is C4H8ClN as an isolated structure in a non-equilibrium geometry from the OMol25 dataset. Energies are from ωB97M-V with the def2-TZVPD basis set.

Positions of all 14 atoms, in Å:
C  -0.47  1.45  0.45
C  0.28  -1.15  1.08
C  0.14  -0.54  -1.39
C  0.55  -0.15  -0.01
N  -1.44  1.67  -0.27
Cl  2.23  0.43  0.05
H  -0.02  1.94  1.31
H  -0.78  -1.36  1.13
H  0.62  -0.78  2.05
H  0.81  -2.09  0.87
H  0.68  -1.43  -1.71
H  -0.93  -0.74  -1.40
H  0.34  0.26  -2.10
H  -2.01  2.50  -0.07

HOMO-LUMO gap = 9.95 eV
Spin multiplicity = 1
LUMO energy = 0.969 eV
E_HOMO = -0.3300 Ha
Energy relative to the best compared isomer or geometry (same formula, charge and spin) = 0.862 eV
Charge = 0
M = 105.57 Da


Here is a 2-piece molecular cluster, C5H12N6 overall in a non-equilibrium geometry from the OMol25 dataset. Energies are from ωB97M-V with the def2-TZVPD basis set.

Positions of all 23 atoms, in Å:
C  2.39  1.49  -0.10
C  2.30  -0.84  0.08
C  -4.61  -1.46  -1.04
C  0.27  0.50  0.52
C  -4.00  0.14  0.61
N  -3.92  -0.46  -0.69
N  3.04  0.30  -0.26
N  1.19  1.52  0.40
N  1.01  -0.66  0.38
N  3.02  2.57  -0.49
N  2.86  -2.07  0.24
H  -5.43  -1.89  -0.53
H  -4.35  -1.86  -2.01
H  -4.98  0.03  1.27
H  -3.86  1.26  0.46
H  -3.14  -0.24  1.32
H  4.01  0.23  -0.47
H  0.64  2.39  0.48
H  0.58  -1.64  0.35
H  3.94  2.36  -0.77
H  2.69  3.42  -0.57
H  3.83  -2.21  0.01
H  2.52  -2.86  0.81

HOMO-LUMO gap = 4.30 eV
Spin multiplicity = 1
LUMO energy = -9.322 eV
E_HOMO = -0.5005 Ha
Energy relative to the best compared isomer or geometry (same formula, charge and spin) = 3.098 eV
Charge = +2
M = 156.19 Da


Here is C17H33BiHoI2O3PS2 as an isolated structure in a non-equilibrium geometry from the OMol25 dataset. Energies are from ωB97M-V with the def2-TZVPD basis set.

Positions of all 60 atoms, in Å:
I  4.85  0.82  -2.69
I  2.25  0.17  -3.24
Bi  -3.04  -1.00  -1.13
Ho  0.19  0.04  -1.04
S  -1.99  1.47  -1.36
S  -0.78  -2.24  0.02
C  0.69  2.28  -0.49
C  -2.07  2.77  -2.95
C  0.20  -3.72  -0.66
C  -3.03  2.18  -3.97
C  -2.60  4.06  -2.32
C  -0.66  2.92  -3.49
C  -0.60  -4.35  -1.79
C  0.32  -4.69  0.51
C  1.56  -3.20  -1.11
C  -5.04  0.60  -0.62
C  -3.60  -1.36  1.19
O  0.80  3.42  -0.28
O  -5.54  1.48  -0.09
O  -3.60  -1.97  2.17
H  -4.03  2.05  -3.54
H  -2.69  1.21  -4.34
H  -3.12  2.86  -4.83
H  -3.60  3.90  -1.89
H  -2.67  4.85  -3.08
H  -1.93  4.40  -1.52
H  0.03  3.28  -2.72
H  -0.66  3.65  -4.32
H  -0.27  1.98  -3.89
H  -0.05  -5.22  -2.16
H  -0.75  -3.65  -2.62
H  -1.58  -4.68  -1.43
H  0.90  -5.57  0.18
H  -0.66  -5.03  0.85
H  0.84  -4.25  1.37
H  2.18  -4.06  -1.40
H  2.07  -2.67  -0.29
H  1.47  -2.53  -1.98
C  3.17  -1.49  2.05
C  1.74  -1.08  2.41
P  1.17  0.43  1.54
C  -0.38  0.94  2.42
C  -0.28  1.02  3.95
C  2.40  1.69  2.03
C  3.04  1.57  3.41
H  3.17  -2.33  1.35
H  3.70  -1.82  2.95
H  3.76  -0.68  1.60
H  1.03  -1.88  2.15
H  1.63  -0.89  3.49
H  -0.67  1.91  2.00
H  -1.16  0.22  2.13
H  0.32  1.88  4.27
H  -1.29  1.17  4.35
H  0.12  0.11  4.40
H  3.17  1.65  1.25
H  1.91  2.67  1.93
H  3.57  0.63  3.55
H  3.78  2.38  3.51
H  2.33  1.70  4.23

HOMO-LUMO gap (spin up / spin down) = 5.44 / 5.44 eV
Spin multiplicity = 5
LUMO energy (spin up / spin down) = -14.980 / -14.982 eV
E_HOMO (spin up / spin down) = -0.7503 / -0.7504 Ha
Charge = +4
M = 1008.27 Da


Here is a 9-piece molecular cluster, C37H57BN8O overall in a non-equilibrium geometry from the OMol25 dataset. Energies are from ωB97M-V with the def2-TZVPD basis set.

Positions of all 104 atoms, in Å:
C  2.16  0.07  -1.23
C  0.73  0.11  -0.76
C  0.19  -1.27  -0.71
C  -1.23  -1.27  -0.07
C  -1.19  -0.77  1.40
C  -0.46  0.53  1.55
N  0.76  0.66  0.55
O  1.46  1.69  0.95
C  0.01  0.69  3.03
C  -1.49  1.66  1.27
C  -0.16  1.01  -1.79
H  2.13  -0.23  -2.29
H  2.73  -0.49  -0.43
H  2.74  0.94  -1.30
H  0.82  -2.07  -0.47
H  0.01  -1.52  -1.72
H  -1.67  -2.29  0.09
H  -1.95  -0.84  -0.77
H  -0.66  -1.52  2.14
H  -2.14  -0.73  1.90
H  0.08  1.77  3.34
H  0.89  0.06  3.31
H  -0.91  0.33  3.66
H  -2.08  2.07  2.18
H  -2.15  1.37  0.48
H  -0.94  2.58  0.90
H  0.06  0.67  -2.88
H  0.07  2.07  -1.93
H  -1.12  0.96  -1.52
B  3.20  -2.00  2.11
H  3.57  -2.55  0.95
H  4.01  -2.38  3.01
H  3.33  -0.92  1.76
H  2.16  -2.27  2.25
N  5.41  -0.81  -4.18
C  5.16  -1.37  -5.36
C  4.14  -0.53  -6.10
C  3.90  0.60  -5.19
C  4.70  0.37  -3.98
H  5.92  -1.34  -3.33
H  5.20  -2.25  -5.66
H  3.76  -0.59  -6.99
H  3.38  1.43  -5.28
H  4.66  1.02  -3.11
N  -5.61  -0.24  1.17
C  -5.28  -1.21  2.15
C  -4.54  -2.31  1.30
C  -4.51  -1.79  -0.07
C  -5.15  -0.46  -0.10
H  -6.06  0.62  1.49
H  -5.63  -1.02  3.18
H  -4.03  -3.27  1.89
H  -3.95  -2.27  -1.06
H  -5.17  0.02  -0.95
N  1.06  5.08  -0.81
C  1.99  5.28  -1.76
C  1.38  5.24  -3.13
C  -0.06  4.92  -2.92
C  -0.10  4.69  -1.33
H  1.15  5.08  0.10
H  2.96  5.67  -1.44
H  1.88  5.44  -3.94
H  -0.74  4.70  -3.73
H  -1.03  4.24  -0.82
N  2.67  -2.61  -3.82
C  2.75  -3.33  -2.63
C  1.58  -4.19  -2.60
C  0.66  -3.89  -3.75
C  1.42  -2.73  -4.53
H  3.32  -1.85  -4.17
H  3.77  -3.17  -2.05
H  1.25  -4.98  -1.99
H  -0.25  -4.23  -4.17
H  1.06  -2.19  -5.34
N  -2.48  -0.13  -5.95
C  -2.72  -1.25  -5.04
C  -3.13  -0.65  -3.77
C  -3.06  0.85  -3.97
C  -2.55  1.16  -5.30
H  -2.21  -0.37  -6.85
H  -2.50  -2.07  -5.46
H  -3.44  -1.14  -2.80
H  -3.53  1.57  -3.19
H  -2.44  2.17  -5.68
N  2.50  -1.35  7.54
C  1.33  -1.73  8.16
C  0.31  -1.89  7.12
C  0.99  -1.39  5.87
C  2.44  -1.10  6.22
H  3.32  -1.19  8.05
H  1.40  -1.89  9.37
H  -0.90  -1.96  7.33
H  0.59  -1.16  4.84
H  3.19  -0.89  5.72
N  -1.43  2.06  6.06
C  -2.22  2.90  5.17
C  -3.22  1.94  4.52
C  -2.88  0.57  4.93
C  -1.78  0.66  6.07
H  -0.51  2.52  6.55
H  -2.13  3.98  5.06
H  -4.20  2.38  4.03
H  -3.31  -0.46  4.74
H  -1.46  0.02  6.78

HOMO-LUMO gap = 3.88 eV
Spin multiplicity = 1
LUMO energy = -3.081 eV
E_HOMO = -0.2560 Ha
Energy relative to the best compared isomer or geometry (same formula, charge and spin) = 2.625 eV
Charge = 0
M = 640.73 Da


Here is C18H45AlF2NO16P3S2 as an isolated structure in a non-equilibrium geometry from the OMol25 dataset. Energies are from ωB97M-V with the def2-TZVPD basis set.

Positions of all 88 atoms, in Å:
Al  -24.66  -20.09  -29.10
N  -22.83  -15.41  -29.17
S  -21.98  -14.47  -29.98
O  -20.56  -14.43  -29.56
O  -22.49  -13.16  -30.41
F  -21.92  -15.36  -31.32
S  -22.91  -14.34  -27.84
O  -23.76  -13.14  -27.99
O  -21.84  -14.30  -26.87
F  -23.77  -15.35  -26.94
C  -21.97  -21.27  -20.18
C  -20.48  -21.09  -20.64
O  -20.50  -20.87  -22.11
P  -20.99  -19.36  -22.57
O  -21.59  -19.47  -23.93
O  -21.83  -18.64  -21.35
C  -21.94  -17.21  -21.27
C  -21.44  -16.83  -19.97
O  -19.50  -18.55  -22.65
C  -18.44  -19.05  -23.46
C  -18.40  -18.41  -24.87
H  -21.98  -22.07  -19.44
H  -22.38  -20.39  -19.70
H  -22.67  -21.52  -20.98
H  -20.06  -20.29  -20.02
H  -20.07  -22.10  -20.68
H  -21.25  -16.75  -21.98
H  -22.96  -16.92  -21.47
H  -21.11  -15.79  -19.95
H  -22.06  -17.17  -19.14
H  -20.51  -17.33  -19.69
H  -17.52  -18.84  -22.92
H  -18.41  -20.13  -23.35
H  -18.32  -17.32  -24.85
H  -17.53  -18.61  -25.51
H  -19.09  -18.89  -25.57
C  -17.57  -23.38  -34.42
C  -18.59  -23.50  -33.30
O  -18.00  -23.53  -32.05
P  -17.84  -22.12  -31.21
O  -19.16  -21.58  -30.73
O  -16.79  -22.51  -30.07
C  -16.94  -23.63  -29.24
C  -15.68  -24.26  -28.75
O  -16.83  -21.18  -32.07
C  -17.22  -20.24  -33.07
C  -16.42  -19.04  -32.67
H  -18.05  -23.42  -35.40
H  -16.82  -22.60  -34.32
H  -16.91  -24.25  -34.31
H  -19.27  -22.66  -33.45
H  -19.16  -24.41  -33.44
H  -17.77  -23.55  -28.53
H  -17.33  -24.46  -29.82
H  -15.94  -25.31  -28.65
H  -14.77  -24.00  -29.30
H  -15.48  -23.87  -27.75
H  -16.94  -20.55  -34.08
H  -18.30  -20.16  -33.06
H  -15.42  -19.43  -32.55
H  -16.49  -18.23  -33.41
H  -16.77  -18.77  -31.67
C  -30.52  -16.44  -35.83
C  -30.02  -15.27  -34.87
O  -29.23  -15.83  -33.86
P  -29.78  -15.63  -32.32
O  -29.00  -16.35  -31.22
O  -30.00  -14.10  -32.01
C  -28.89  -13.19  -31.93
C  -29.09  -12.46  -30.67
O  -31.33  -16.03  -32.59
C  -32.29  -15.96  -31.57
C  -33.17  -17.17  -31.98
H  -30.95  -15.92  -36.68
H  -29.69  -17.06  -36.17
H  -31.30  -16.97  -35.29
H  -29.25  -14.67  -35.36
H  -30.72  -14.55  -34.44
H  -27.90  -13.63  -32.03
H  -28.93  -12.41  -32.69
H  -28.15  -11.93  -30.50
H  -29.90  -11.75  -30.87
H  -29.40  -13.09  -29.84
H  -31.77  -16.20  -30.65
H  -32.79  -14.99  -31.58
H  -32.66  -18.13  -31.96
H  -34.05  -17.20  -31.33
H  -33.48  -17.09  -33.02

HOMO-LUMO gap = 1.36 eV
Spin multiplicity = 1
LUMO energy = -12.498 eV
E_HOMO = -0.5094 Ha
Energy relative to the best compared isomer or geometry (same formula, charge and spin) = 6.891 eV
Charge = +2
M = 753.58 Da


Here is a 2-piece molecular cluster, C5H9NO overall in a non-equilibrium geometry from the OMol25 dataset. Energies are from ωB97M-V with the def2-TZVPD basis set.

Positions of all 16 atoms, in Å:
H  0.67  -0.23  1.94
N  0.65  0.79  1.80
C  0.71  1.05  0.57
C  0.97  0.07  -0.53
C  2.23  -0.67  -0.42
O  0.97  -1.29  -0.16
H  0.69  2.09  0.24
H  0.57  0.30  -1.52
H  2.73  -0.99  -1.33
H  2.85  -0.52  0.46
C  -2.12  -0.71  -0.19
C  -2.05  0.56  0.22
H  -2.16  -1.52  0.49
H  -2.30  -1.03  -1.23
H  -2.59  1.21  -0.43
H  -1.82  0.95  1.23

HOMO-LUMO gap = 10.72 eV
Spin multiplicity = 1
LUMO energy = 1.024 eV
E_HOMO = -0.3562 Ha
SMILES = [H]/N=C\[C@H]1CO1.C=C
Energy relative to the best compared isomer or geometry (same formula, charge and spin) = 4.097 eV
Charge = 0
M = 99.13 Da


Here is an isolated ion of composition C4H9N2 and charge +1 in a non-equilibrium geometry from the OMol25 dataset. Energies are from ωB97M-V with the def2-TZVPD basis set.

Positions of all 15 atoms, in Å:
C  2.05  -0.57  -0.01
C  -1.45  0.93  -0.14
C  0.59  -0.54  -0.48
C  -0.50  -0.17  0.38
N  2.07  0.88  -0.09
N  -1.91  -0.42  -0.06
H  2.31  -1.10  1.04
H  2.56  -0.88  -0.85
H  -1.83  1.57  0.64
H  -0.98  1.26  -1.10
H  0.53  -0.49  -1.51
H  -0.27  -0.14  1.44
H  1.79  1.31  0.89
H  -2.63  -0.66  0.65
H  -2.32  -0.98  -0.79

HOMO-LUMO gap (spin up / spin down) = 8.88 / 8.90 eV
Spin multiplicity = 1
LUMO energy (spin up / spin down) = -4.569 / -4.184 eV
E_HOMO (spin up / spin down) = -0.4942 / -0.4810 Ha
Energy relative to the best compared isomer or geometry (same formula, charge and spin) = 6.150 eV
Charge = +1
M = 85.13 Da


Here is a 2-piece molecular cluster, C4H10NS overall in a non-equilibrium geometry from the OMol25 dataset. Energies are from ωB97M-V with the def2-TZVPD basis set.

Positions of all 16 atoms, in Å:
C  2.19  0.62  -0.53
C  1.30  1.52  0.22
C  -1.83  -1.39  0.41
C  -2.28  -0.59  -0.55
N  1.33  0.09  0.52
S  -2.98  0.99  -0.33
H  1.95  0.34  -1.55
H  3.25  0.62  -0.31
H  1.70  2.18  0.98
H  0.39  1.89  -0.25
H  -1.43  -2.37  0.17
H  -1.98  -1.17  1.45
H  0.49  -0.47  0.27
H  -2.17  -0.83  -1.60
H  1.75  -0.22  1.39
H  -3.23  0.89  0.97

HOMO-LUMO gap = 8.99 eV
Spin multiplicity = 1
LUMO energy = -3.315 eV
E_HOMO = -0.4521 Ha
Energy relative to the best compared isomer or geometry (same formula, charge and spin) = 1.936 eV
Charge = +1
M = 104.20 Da


Here is a 2-piece molecular cluster, C11H14N2O overall in a non-equilibrium geometry from the OMol25 dataset. Energies are from ωB97M-V with the def2-TZVPD basis set.

Positions of all 28 atoms, in Å:
C  2.66  1.64  1.29
C  0.23  1.59  0.31
C  1.70  1.48  0.23
C  -0.22  1.12  -0.96
C  2.01  1.17  -1.03
C  -0.74  2.03  1.26
C  -2.01  2.21  0.87
C  -2.48  1.81  -0.41
C  -1.63  1.12  -1.33
N  0.86  0.64  -1.76
H  -0.40  2.26  2.19
H  -2.60  2.73  1.59
H  -3.46  2.12  -0.75
H  2.74  0.65  1.67
H  2.38  2.22  2.23
H  2.97  1.08  -1.47
H  0.72  0.58  -2.75
H  -1.92  0.61  -2.24
H  3.68  2.05  0.87
C  -1.25  -3.11  -0.57
C  -0.20  -3.42  0.41
O  0.01  -4.52  0.94
N  0.53  -2.25  0.64
H  -1.80  -3.91  -1.13
H  -0.92  -2.45  -1.36
H  1.37  -2.18  1.24
H  0.82  -1.74  -0.25
H  -1.85  -2.48  0.13

HOMO-LUMO gap (spin up / spin down) = 8.18 / 4.62 eV
Spin multiplicity = 2
LUMO energy (spin up / spin down) = -4.099 / -7.664 eV
E_HOMO (spin up / spin down) = -0.4514 / -0.4513 Ha
Energy relative to the best compared isomer or geometry (same formula, charge and spin) = 2.380 eV
Charge = +1
M = 190.25 Da


Here is a 2-piece molecular cluster, C3H8OS overall in a non-equilibrium geometry from the OMol25 dataset. Energies are from ωB97M-V with the def2-TZVPD basis set.

Positions of all 13 atoms, in Å:
C  0.97  0.29  -1.63
C  -0.18  -0.82  1.28
C  -1.04  -0.37  0.16
O  0.97  0.10  1.32
S  -1.86  1.17  0.02
H  2.02  0.38  -1.47
H  0.59  -0.30  -2.41
H  0.41  1.20  -1.50
H  0.21  -1.80  0.98
H  -0.54  -0.95  2.26
H  -1.57  -1.23  -0.40
H  1.19  0.41  0.51
H  -1.16  1.92  0.89

HOMO-LUMO gap (spin up / spin down) = 8.98 / 7.77 eV
Spin multiplicity = 1
LUMO energy (spin up / spin down) = 0.089 / 0.005 eV
E_HOMO (spin up / spin down) = -0.3269 / -0.2852 Ha
Energy relative to the best compared isomer or geometry (same formula, charge and spin) = 4.188 eV
Charge = 0
M = 92.16 Da


Here is a 2-piece molecular cluster, C8H10N2S overall in a non-equilibrium geometry from the OMol25 dataset. Energies are from ωB97M-V with the def2-TZVPD basis set.

Positions of all 21 atoms, in Å:
C  -3.18  -1.47  -0.05
C  -1.81  -1.46  -0.13
C  -2.59  0.55  -0.61
C  2.47  -0.95  2.06
C  1.39  -0.77  1.26
C  0.52  1.94  -0.79
C  0.27  1.43  -2.14
C  0.46  0.47  -0.96
N  -3.63  -0.24  -0.31
N  -1.49  -0.16  -0.47
S  1.40  -0.89  -0.56
H  -3.86  -2.27  0.06
H  -1.06  -2.22  0.07
H  -2.69  1.57  -0.98
H  2.36  -1.09  3.08
H  3.39  -1.30  1.69
H  0.38  -0.59  1.58
H  1.53  2.43  -0.60
H  -0.34  2.43  -0.29
H  -0.82  1.47  -2.47
H  1.08  1.60  -2.90

HOMO-LUMO gap = 7.92 eV
Spin multiplicity = 1
LUMO energy = -0.130 eV
E_HOMO = -0.2959 Ha
Energy relative to the best compared isomer or geometry (same formula, charge and spin) = 3.982 eV
Charge = 0
M = 166.25 Da


Here is BrH2OZn2 as an isolated structure in a non-equilibrium geometry from the OMol25 dataset. Energies are from ωB97M-V with the def2-TZVPD basis set.

Positions of all 6 atoms, in Å:
Zn  -9.24  -10.72  -2.81
Zn  -5.88  -8.30  -5.50
Br  -8.28  -8.88  -4.29
O  -8.01  -11.98  -3.91
H  -7.91  -12.93  -4.00
H  -7.19  -11.61  -4.24

HOMO-LUMO gap (spin up / spin down) = 7.94 / 6.57 eV
Spin multiplicity = 2
LUMO energy (spin up / spin down) = -23.287 / -24.576 eV
E_HOMO (spin up / spin down) = -1.1475 / -1.1446 Ha
Charge = +4
M = 228.70 Da


The evaluated DFT total energy for the records listed, in turn: -672.105066 -525.513021 -3787.494768 -1981.268574 -4233.248651 -325.786988 -266.873260 -611.032104 -611.975824 -592.364157 -818.368334 -6206.823065 a.u..